[1]
This record from the Open Molecules 2025 dataset describes an isolated molecule of C15H13ClN4O3 at a distorted geometry. The level of theory is ωB97M-V with the def2-TZVPD basis set.

HOMO-LUMO gap = 8.844 eV
Lowest unoccupied orbital energy = 0.22 eV
DFT total energy = -1484.3825 hartree

Atoms and positions in Å:
C  -3.413  -2.219  2.211
O  -3.054  -1.200  1.286
C  -3.779  -1.136  0.168
O  -4.681  -1.882  -0.099
C  -3.338  0.028  -0.716
C  -3.650  -0.238  -2.185
N  -1.942  0.363  -0.492
C  -0.985  -0.573  -0.682
N  0.282  -0.425  -0.508
C  0.646  0.810  -0.082
C  -0.250  1.861  0.161
C  0.571  2.928  0.584
N  1.827  2.561  0.594
N  1.888  1.276  0.192
C  3.123  0.626  0.111
C  3.212  -0.701  -0.296
C  4.449  -1.314  -0.366
C  5.591  -0.604  -0.030
Cl  7.134  -1.376  -0.118
C  5.509  0.720  0.377
C  4.275  1.334  0.447
C  -1.658  1.677  -0.034
O  -2.554  2.474  0.137
H  -2.710  -2.139  3.036
H  -4.436  -2.068  2.560
H  -3.342  -3.201  1.738
H  -3.901  0.914  -0.380
H  -4.694  -0.525  -2.276
H  -3.473  0.659  -2.774
H  -3.036  -1.045  -2.577
H  -1.323  -1.544  -1.017
H  0.283  3.919  0.870
H  2.317  -1.242  -0.555
H  4.527  -2.343  -0.680
H  6.404  1.262  0.636
H  4.182  2.362  0.759

---

[2]
This record from the Open Molecules 2025 dataset describes a cluster of 7 separate species, C42H78ClN2O21 in total at a distorted geometry. The level of theory is ωB97M-V with the def2-TZVPD basis set.

HOMO-LUMO gap = 7.334 eV
Lowest unoccupied orbital energy = -4.03 eV
DFT total energy = -3796.5528 hartree
Charge = +1

Atoms and positions in Å:
C  3.633  2.350  5.254
C  2.992  2.691  6.372
C  2.409  4.049  6.625
C  1.955  4.679  5.370
C  2.700  5.652  4.677
Cl  4.169  6.166  5.312
C  2.233  6.175  3.517
C  2.946  7.208  2.754
C  4.023  6.649  1.784
C  4.324  5.170  1.877
C  5.493  4.801  0.979
C  6.823  4.975  1.697
C  7.988  5.104  0.731
C  8.700  3.783  0.530
O  9.347  3.723  -0.720
C  8.564  3.118  -1.710
C  1.000  5.665  3.053
O  0.509  6.158  1.935
C  -0.155  5.229  1.036
C  0.718  4.110  0.533
C  1.681  4.658  -0.504
C  -0.209  3.100  -0.173
C  -0.466  1.806  0.585
C  0.670  0.814  0.385
C  -0.757  1.983  2.057
N  0.294  4.763  3.692
N  0.807  4.325  4.831
O  0.049  3.393  5.474
C  -1.242  3.925  5.872
C  -1.195  5.300  6.476
H  4.464  1.677  5.306
H  3.338  2.724  4.290
H  2.832  1.965  7.150
H  1.578  3.961  7.305
H  3.133  4.678  7.108
H  3.457  7.824  3.475
H  2.258  7.844  2.226
H  3.747  6.916  0.778
H  4.944  7.172  1.985
H  3.452  4.577  1.637
H  4.594  4.921  2.892
H  5.493  5.463  0.125
H  5.376  3.783  0.642
H  6.787  5.826  2.359
H  6.987  4.085  2.294
H  7.655  5.459  -0.232
H  8.701  5.827  1.103
H  7.964  2.985  0.584
H  9.436  3.624  1.302
H  8.371  2.073  -1.489
H  9.100  3.170  -2.642
H  7.603  3.616  -1.817
H  -0.431  5.823  0.183
H  -1.081  4.877  1.455
H  1.224  3.571  1.323
H  2.342  3.872  -0.832
H  2.264  5.493  -0.153
H  1.119  4.952  -1.376
H  -1.161  3.591  -0.342
H  0.182  2.899  -1.154
H  -1.344  1.355  0.144
H  1.482  1.025  1.067
H  0.998  0.811  -0.641
H  0.292  -0.178  0.571
H  -1.470  2.767  2.261
H  0.158  2.200  2.591
H  -1.122  1.052  2.461
H  -1.934  3.857  5.052
H  -1.583  3.221  6.609
H  -1.323  6.046  5.705
H  -2.011  5.428  7.163
H  -0.255  5.509  6.960
C  -0.942  -3.475  -1.701
O  0.165  -4.372  -1.511
C  1.173  -3.882  -0.801
O  1.230  -2.783  -0.307
O  2.125  -4.806  -0.747
C  3.299  -4.410  -0.028
H  -1.665  -3.996  -2.321
H  -1.423  -3.215  -0.761
H  -0.594  -2.583  -2.219
H  3.056  -4.187  1.009
H  3.768  -3.548  -0.498
H  3.975  -5.257  -0.069
C  -0.121  -2.466  -5.679
O  -0.807  -1.834  -6.773
C  -2.098  -1.539  -6.629
O  -2.795  -1.742  -5.669
O  -2.502  -0.971  -7.754
C  -3.883  -0.596  -7.769
H  0.900  -2.601  -6.024
H  -0.113  -1.835  -4.793
H  -0.548  -3.438  -5.445
H  -4.091  0.132  -6.988
H  -4.518  -1.470  -7.647
H  -4.062  -0.150  -8.741
C  -5.604  -2.856  -4.942
O  -6.775  -3.058  -4.145
C  -6.640  -3.988  -3.211
O  -5.647  -4.633  -2.994
O  -7.791  -4.085  -2.559
C  -7.786  -5.061  -1.517
H  -5.847  -2.075  -5.654
H  -4.767  -2.533  -4.333
H  -5.347  -3.767  -5.478
H  -7.044  -4.820  -0.765
H  -7.598  -6.055  -1.920
H  -8.776  -5.044  -1.068
C  6.789  -0.920  -4.887
O  5.522  -1.499  -5.207
C  5.053  -2.334  -4.287
O  5.593  -2.617  -3.250
O  3.881  -2.802  -4.706
C  3.270  -3.726  -3.803
H  7.041  -0.270  -5.719
H  6.723  -0.335  -3.972
H  7.549  -1.691  -4.782
H  3.072  -3.251  -2.845
H  3.897  -4.604  -3.667
H  2.329  -4.032  -4.250
C  -12.272  -10.139  -1.425
O  -11.778  -8.827  -1.136
C  -11.916  -7.961  -2.136
O  -12.402  -8.193  -3.209
O  -11.421  -6.789  -1.741
C  -11.504  -5.756  -2.726
H  -12.095  -10.730  -0.532
H  -13.338  -10.109  -1.638
H  -11.736  -10.575  -2.264
H  -12.538  -5.554  -2.996
H  -10.934  -6.025  -3.613
H  -11.068  -4.867  -2.281
C  -0.454  -3.835  2.604
O  -1.720  -4.425  2.322
C  -2.115  -5.255  3.288
O  -1.504  -5.497  4.293
O  -3.292  -5.768  2.955
C  -3.828  -6.688  3.914
H  -0.199  -3.177  1.779
H  -0.505  -3.250  3.521
H  0.311  -4.604  2.692
H  -3.987  -6.196  4.870
H  -3.165  -7.540  4.039
H  -4.780  -7.024  3.514

---

[3]
This record from the Open Molecules 2025 dataset describes a structure of composition C40H44CoF6N7O2P3S2 at a distorted geometry. The level of theory is ωB97M-V with the def2-TZVPD basis set.

HOMO-LUMO gap (alpha / beta) = 5.968 / 5.964 eV
Lowest unoccupied orbital energy (alpha / beta) = -4.07 / -4.07 eV
DFT total energy = -5886.8972 hartree
Charge = +1

Atoms and positions in Å:
Co  -0.427  0.120  -0.008
C  2.870  -0.464  2.642
N  1.940  0.302  1.776
P  0.276  0.406  2.139
C  0.066  1.998  2.981
C  -1.223  2.517  3.122
C  -1.425  3.704  3.809
C  -0.344  4.380  4.359
C  0.938  3.861  4.232
C  1.144  2.671  3.547
C  -0.166  -0.733  3.471
C  0.255  -0.474  4.778
C  -0.087  -1.344  5.798
C  -0.848  -2.476  5.526
C  -1.290  -2.721  4.234
C  -0.964  -1.845  3.210
P  2.028  0.316  0.049
C  3.735  -0.177  -0.361
C  4.775  0.539  0.234
C  6.080  0.303  -0.157
C  6.354  -0.619  -1.165
C  5.323  -1.331  -1.752
C  4.010  -1.123  -1.342
C  2.235  2.068  -0.431
C  2.092  2.324  -1.797
C  2.287  3.606  -2.293
C  2.624  4.641  -1.426
C  2.760  4.388  -0.069
C  2.566  3.104  0.430
H  3.436  0.202  3.298
H  3.573  -1.022  2.033
H  2.324  -1.179  3.249
H  -2.066  1.983  2.692
H  -2.427  4.103  3.917
H  -0.500  5.307  4.897
H  1.783  4.382  4.668
H  2.145  2.263  3.460
H  0.846  0.405  5.006
H  0.237  -1.136  6.811
H  -1.100  -3.161  6.325
H  -1.882  -3.602  4.013
H  -1.325  -2.031  2.212
H  4.567  1.288  0.990
H  6.886  0.847  0.320
H  7.375  -0.773  -1.492
H  5.535  -2.052  -2.533
H  3.207  -1.699  -1.777
H  1.824  1.524  -2.487
H  2.166  3.789  -3.356
H  2.788  5.641  -1.811
H  3.022  5.193  0.610
H  2.694  2.916  1.489
N  1.521  -5.610  -4.006
C  0.967  -4.359  -3.888
C  -0.381  -4.142  -4.193
C  -0.939  -2.891  -4.042
C  -0.153  -1.838  -3.597
C  1.205  -2.018  -3.354
C  1.760  -3.267  -3.499
S  -0.821  -0.237  -3.563
O  -2.202  -0.303  -3.949
O  0.098  0.616  -4.265
N  -0.817  0.249  -1.937
C  -0.978  1.582  -1.764
N  -0.725  1.899  -0.463
C  -0.759  3.173  -0.077
C  -1.059  4.161  -0.980
C  -1.376  3.753  -2.276
N  -1.372  2.489  -2.669
H  0.918  -6.403  -4.113
H  2.417  -5.784  -3.592
H  -0.987  -4.971  -4.544
H  -1.980  -2.711  -4.281
H  1.819  -1.165  -3.085
H  2.815  -3.434  -3.299
H  -0.550  3.387  0.962
H  -1.064  5.200  -0.687
H  -1.667  4.480  -3.030
C  -4.253  2.057  -0.815
N  -4.464  0.629  -1.044
C  -5.070  0.331  -2.347
C  -3.930  -0.326  -0.281
S  -2.650  -0.062  0.862
N  -4.459  -1.556  -0.349
C  -5.895  -1.767  -0.550
C  -3.735  -2.741  0.134
H  -5.162  2.584  -1.109
H  -3.436  2.424  -1.415
H  -4.053  2.249  0.232
H  -4.556  0.927  -3.101
H  -6.130  0.584  -2.357
H  -4.938  -0.714  -2.602
H  -6.424  -0.820  -0.559
H  -6.272  -2.363  0.282
H  -6.099  -2.306  -1.476
H  -2.669  -2.636  -0.037
H  -4.097  -3.604  -0.423
H  -3.908  -2.904  1.200
F  -0.310  -1.824  0.087
P  0.580  -3.366  0.271
F  -0.056  -3.765  -1.115
F  1.142  -2.769  1.649
F  -0.717  -3.890  1.030
F  1.369  -4.717  0.433
F  1.805  -2.638  -0.479

---

[4]
This record from the Open Molecules 2025 dataset describes an isolated molecule of C22H29N3O3. The level of theory is ωB97M-V with the def2-TZVPD basis set.

HOMO-LUMO gap = 8.564 eV
Lowest unoccupied orbital energy = 0.68 eV
DFT total energy = -1245.7025 hartree

Atoms and positions in Å:
C  -5.916  -1.302  -1.597
O  -4.893  -1.432  -0.644
C  -4.188  -0.311  -0.273
C  -4.415  0.942  -0.828
C  -3.686  2.052  -0.438
C  -2.705  1.937  0.533
C  -1.865  3.119  0.940
N  -0.576  3.105  0.272
C  0.557  2.772  0.971
O  0.554  2.631  2.180
N  1.713  2.676  0.249
C  1.894  2.834  -1.172
C  2.207  1.465  -1.814
N  2.997  0.619  -0.937
C  2.381  -0.527  -0.368
C  1.046  -0.555  0.018
C  0.505  -1.692  0.586
C  1.296  -2.808  0.778
C  2.627  -2.810  0.385
C  3.464  -4.038  0.589
C  3.175  -1.670  -0.205
C  4.598  -1.681  -0.681
C  3.790  1.398  -0.008
C  2.910  2.231  0.942
C  -2.469  0.690  1.089
C  -3.190  -0.439  0.712
O  -2.818  -1.574  1.369
C  -3.493  -2.797  1.189
H  -6.697  -0.612  -1.263
H  -5.527  -0.974  -2.567
H  -6.340  -2.300  -1.702
H  -5.174  1.065  -1.584
H  -3.895  3.010  -0.891
H  -2.378  4.054  0.689
H  -1.652  3.096  2.011
H  -0.617  2.934  -0.719
H  1.025  3.292  -1.641
H  2.740  3.516  -1.327
H  2.781  1.632  -2.737
H  1.289  0.941  -2.085
H  0.422  0.318  -0.102
H  -0.527  -1.697  0.898
H  0.876  -3.691  1.238
H  2.911  -4.788  1.148
H  3.755  -4.470  -0.369
H  4.375  -3.799  1.136
H  5.292  -1.641  0.159
H  4.803  -2.594  -1.236
H  4.781  -0.829  -1.329
H  4.445  2.050  -0.595
H  4.415  0.727  0.581
H  2.585  1.634  1.797
H  3.473  3.095  1.321
H  -1.708  0.570  1.845
H  -3.396  -3.168  0.166
H  -4.551  -2.718  1.447
H  -3.004  -3.491  1.874